The following is a quantum chemistry calculation of a single C5H3NO molecule, from the OMol25 dataset.

ORCA input file:
```
! wB97M-V def2-TZVPD RIJCOSX def2/J DEFGRID3
* xyz 0 1
C -1.32 -2.04 0.81
C -0.95 -1.07 0.20
C -0.44 0.11 -0.47
C 0.80 0.63 0.25
O 1.18 0.25 1.32
C 1.57 1.68 -0.47
N 2.17 2.50 -1.01
H -1.63 -2.89 1.38
H -0.18 -0.08 -1.52
H -1.19 0.92 -0.49
*
```

LUMO level   -0.5 eV
Structure (SMILES)   C#CCC(=O)C#N
Kohn-Sham gap   0.378 Eh
HOMO level   -10.78 eV
Relative energy (zero: lowest compared OMol25 entry of this formula, charge and spin)   41.7 kcal/mol
Molar mass   93.08 g mol⁻¹



The following is a quantum chemistry calculation of a single C5H3NO molecule in a non-equilibrium geometry, from the OMol25 dataset.

ORCA input file:
```
! wB97M-V def2-TZVPD RIJCOSX def2/J DEFGRID3
* xyz 0 1
N 3.05 -0.66 -0.06
C 1.94 -0.32 -0.05
C 0.58 0.09 -0.04
C 0.13 1.43 0.23
O -1.07 1.70 0.28
C -1.79 -0.72 0.02
C -0.50 -0.78 -0.16
H 0.91 2.20 0.41
H -2.71 -1.04 -0.46
H -0.54 -1.90 -0.17
*
```

LUMO level (alpha / beta)   -1.6 / -1.6 eV
Kohn-Sham gap (alpha / beta)   0.271 / 0.271 Eh
HOMO level (alpha / beta)   -8.96 / -8.96 eV
Relative energy (zero: lowest compared OMol25 entry of this formula, charge and spin)   86.5 kcal/mol
Molar mass   93.08 g mol⁻¹



The following is a quantum chemistry calculation of a single C5H3NO molecule in a non-equilibrium geometry, from the OMol25 dataset.

ORCA input file:
```
! wB97M-V def2-TZVPD RIJCOSX def2/J DEFGRID3
* xyz 0 1
C -2.34 -1.01 -0.20
C -1.23 -0.66 0.15
C -0.06 -0.19 0.62
C 1.14 -0.85 -0.02
N 2.33 -1.06 -0.44
C 0.44 1.29 0.27
O -0.32 2.02 -0.39
H -3.18 -1.16 -0.92
H 0.24 -0.55 1.67
H 1.48 1.50 0.56
*
```

LUMO level   -0.1 eV
Structure (SMILES)   C#C[C@@H](C#N)C=O
Kohn-Sham gap   0.384 Eh
HOMO level   -10.57 eV
Relative energy (zero: lowest compared OMol25 entry of this formula, charge and spin)   89.8 kcal/mol
Molar mass   93.08 g mol⁻¹



The following is a quantum chemistry calculation of a single C5H3NO molecule, from the OMol25 dataset.

ORCA input file:
```
! wB97M-V def2-TZVPD RIJCOSX def2/J DEFGRID3
* xyz 0 1
C 2.55 0.36 -0.05
C 1.35 0.30 0.05
C -0.05 0.09 0.08
C -0.71 -1.18 0.04
N -2.00 -1.06 -0.02
O -2.25 0.29 -0.02
C -1.09 0.96 0.04
H 3.60 0.36 -0.23
H -0.24 -2.16 0.05
H -1.16 2.04 0.04
*
```

LUMO level   0.9 eV
Structure (SMILES)   C#Cc1cnoc1
Kohn-Sham gap   0.383 Eh
HOMO level   -9.50 eV
Relative energy (zero: lowest compared OMol25 entry of this formula, charge and spin)   54.9 kcal/mol
Molar mass   93.08 g mol⁻¹



The following is a quantum chemistry calculation of 2 unconnected molecules or ions with the total composition C5H3NO2 in a non-equilibrium geometry, from the OMol25 dataset.

ORCA input file:
```
! wB97M-V def2-TZVPD RIJCOSX def2/J DEFGRID3
* xyz 0 1
C -0.86 -0.11 -0.07
C -1.51 0.73 0.86
C 0.47 0.34 0.03
C 1.76 -0.28 -0.27
C 2.66 -0.92 -0.85
H -2.18 -1.64 -0.21
H -2.52 0.83 1.03
H 3.58 -1.16 -1.51
N -0.71 1.67 1.22
O -1.23 -0.98 -1.01
O 0.53 1.53 0.77
*
```

LUMO level   -1.0 eV
Kohn-Sham gap   0.284 Eh
HOMO level   -8.72 eV
Relative energy (zero: lowest compared OMol25 entry of this formula, charge and spin)   138.0 kcal/mol
Molar mass   109.08 g mol⁻¹



The following is a quantum chemistry calculation of a molecular structure, C5H4 in a non-equilibrium geometry, from the OMol25 dataset.

ORCA input file:
```
! wB97M-V def2-TZVPD RIJCOSX def2/J DEFGRID3
* xyz 0 1
C 0.27 -1.00 0.38
C 0.99 0.01 -0.59
C -0.76 0.00 0.48
C 0.25 1.00 0.39
C 1.40 -0.02 0.75
H 0.08 -2.09 0.38
H 1.01 0.00 -1.63
H -1.90 -0.13 0.60
H 0.30 2.12 0.38
*
```

LUMO level   0.7 eV
Kohn-Sham gap   0.354 Eh
HOMO level   -8.95 eV
Relative energy (zero: lowest compared OMol25 entry of this formula, charge and spin)   66.9 kcal/mol
Molar mass   64.09 g mol⁻¹



The following is a quantum chemistry calculation of a single C5H4 molecule in a non-equilibrium geometry, from the OMol25 dataset.

ORCA input file:
```
! wB97M-V def2-TZVPD RIJCOSX def2/J DEFGRID3
* xyz 0 1
C -0.19 -0.49 0.42
C 0.20 -1.55 1.14
C -0.18 0.10 -0.81
C -0.16 0.41 -2.08
C 0.18 -0.23 1.86
H 0.67 0.29 -2.78
H -0.98 1.14 -2.50
H 1.10 0.13 2.32
H -0.63 0.19 2.42
*
```

LUMO level   -1.1 eV
Kohn-Sham gap   0.274 Eh
HOMO level   -8.53 eV
Relative energy (zero: lowest compared OMol25 entry of this formula, charge and spin)   81.3 kcal/mol
Molar mass   64.09 g mol⁻¹



The following is a quantum chemistry calculation of a single C5H4 molecule in a non-equilibrium geometry, from the OMol25 dataset.

ORCA input file:
```
! wB97M-V def2-TZVPD RIJCOSX def2/J DEFGRID3
* xyz 0 1
C -2.46 -0.58 0.12
C -1.41 -0.03 -0.12
C -0.20 0.61 -0.46
C 0.92 0.04 -0.11
C 2.02 -0.32 0.48
H -3.39 -1.02 0.37
H -0.20 1.57 -0.96
H 2.68 -1.10 0.09
H 2.05 0.84 0.61
*
```

LUMO level   0.7 eV
Structure (SMILES)   C#CC=C=C
Kohn-Sham gap   0.336 Eh
HOMO level   -8.46 eV
Relative energy (zero: lowest compared OMol25 entry of this formula, charge and spin)   44.4 kcal/mol
Molar mass   64.09 g mol⁻¹



The following is a quantum chemistry calculation of a molecular structure, C5H4 in a non-equilibrium geometry, from the OMol25 dataset.

ORCA input file:
```
! wB97M-V def2-TZVPD RIJCOSX def2/J DEFGRID3
* xyz 0 1
C -0.97 0.65 0.42
C -1.78 0.37 -0.54
C 0.22 0.55 1.22
C 0.89 -0.12 0.22
C -0.25 -0.34 -0.87
H 0.62 0.95 2.06
H 1.79 -0.63 0.39
H -0.33 -1.52 -0.92
H -0.20 0.10 -1.99
*
```

LUMO level   0.8 eV
Kohn-Sham gap   0.366 Eh
HOMO level   -9.18 eV
Relative energy (zero: lowest compared OMol25 entry of this formula, charge and spin)   66.3 kcal/mol
Molar mass   64.09 g mol⁻¹



The following is a quantum chemistry calculation of 13 unconnected molecules or ions with the total composition C5H40N3O12 in a non-equilibrium geometry, from the OMol25 dataset.

ORCA input file:
```
! wB97M-V def2-TZVPD RIJCOSX def2/J DEFGRID3
* xyz 2 2
N 0.38 1.22 -1.18
C -1.12 0.98 -1.57
C -1.43 -0.42 -1.04
N -1.01 -0.39 0.39
C -2.00 -0.42 1.38
C -1.93 0.97 2.21
N -0.74 1.19 2.88
C -0.44 0.63 4.20
H 0.37 1.49 -0.20
H 0.76 0.29 -1.31
H 0.80 1.95 -1.76
H -1.53 1.72 -0.89
H -1.37 1.21 -2.60
H -2.50 -0.57 -1.03
H -1.04 -1.23 -1.66
H -0.21 -1.01 0.55
H -2.99 -0.57 0.95
H -2.06 -1.21 2.13
H -2.10 1.78 1.50
H -2.85 1.01 2.78
H 0.13 1.02 2.38
H -0.98 -0.29 4.44
H -0.64 1.36 4.99
H 0.61 0.35 4.31
H 2.20 -1.75 0.23
H 1.00 -2.84 0.43
O 1.30 -2.05 -0.05
H 2.56 0.56 -3.10
H 2.16 -0.45 -4.21
O 2.16 0.48 -3.97
H -0.68 -4.45 -3.16
H -0.76 -4.17 -1.67
O -1.09 -3.85 -2.52
H -3.28 -1.93 -3.68
H -2.37 -2.61 -2.52
O -3.12 -2.04 -2.74
H 1.32 3.88 0.82
H 0.17 4.82 0.66
O 0.61 4.09 0.21
H 1.17 -2.55 -1.82
H 0.62 -3.09 -3.02
O 1.32 -2.44 -2.78
H 0.28 -5.00 0.98
H -1.13 -4.60 0.51
O -0.22 -4.28 0.57
H 3.76 1.69 1.40
H 3.62 3.23 1.53
O 3.32 2.46 1.03
H 3.35 2.34 -1.16
H 3.08 2.52 -2.77
O 2.92 2.02 -1.96
H 4.62 -0.90 0.60
H 3.60 -0.59 -0.57
O 3.81 -1.19 0.15
H 1.44 3.12 3.69
H 0.18 3.22 2.97
O 1.11 3.47 2.85
H -5.15 1.31 0.05
H -5.21 -0.14 0.49
O -4.75 0.69 0.67
*
```

⟨S²⟩   0.76
LUMO level (alpha / beta)   -5.4 / -9.9 eV
Kohn-Sham gap (alpha / beta)   0.381 / 0.217 Eh
HOMO level (alpha / beta)   -15.76 / -15.76 eV
Molar mass   334.38 g mol⁻¹



Please write out number 10 again, unchanged.
The following is a quantum chemistry calculation of 13 unconnected molecules or ions with the total composition C5H40N3O12 in a non-equilibrium geometry, from the OMol25 dataset.

ORCA input file:
```
! wB97M-V def2-TZVPD RIJCOSX def2/J DEFGRID3
* xyz 2 2
N 0.38 1.22 -1.18
C -1.12 0.98 -1.57
C -1.43 -0.42 -1.04
N -1.01 -0.39 0.39
C -2.00 -0.42 1.38
C -1.93 0.97 2.21
N -0.74 1.19 2.88
C -0.44 0.63 4.20
H 0.37 1.49 -0.20
H 0.76 0.29 -1.31
H 0.80 1.95 -1.76
H -1.53 1.72 -0.89
H -1.37 1.21 -2.60
H -2.50 -0.57 -1.03
H -1.04 -1.23 -1.66
H -0.21 -1.01 0.55
H -2.99 -0.57 0.95
H -2.06 -1.21 2.13
H -2.10 1.78 1.50
H -2.85 1.01 2.78
H 0.13 1.02 2.38
H -0.98 -0.29 4.44
H -0.64 1.36 4.99
H 0.61 0.35 4.31
H 2.20 -1.75 0.23
H 1.00 -2.84 0.43
O 1.30 -2.05 -0.05
H 2.56 0.56 -3.10
H 2.16 -0.45 -4.21
O 2.16 0.48 -3.97
H -0.68 -4.45 -3.16
H -0.76 -4.17 -1.67
O -1.09 -3.85 -2.52
H -3.28 -1.93 -3.68
H -2.37 -2.61 -2.52
O -3.12 -2.04 -2.74
H 1.32 3.88 0.82
H 0.17 4.82 0.66
O 0.61 4.09 0.21
H 1.17 -2.55 -1.82
H 0.62 -3.09 -3.02
O 1.32 -2.44 -2.78
H 0.28 -5.00 0.98
H -1.13 -4.60 0.51
O -0.22 -4.28 0.57
H 3.76 1.69 1.40
H 3.62 3.23 1.53
O 3.32 2.46 1.03
H 3.35 2.34 -1.16
H 3.08 2.52 -2.77
O 2.92 2.02 -1.96
H 4.62 -0.90 0.60
H 3.60 -0.59 -0.57
O 3.81 -1.19 0.15
H 1.44 3.12 3.69
H 0.18 3.22 2.97
O 1.11 3.47 2.85
H -5.15 1.31 0.05
H -5.21 -0.14 0.49
O -4.75 0.69 0.67
*
```

⟨S²⟩   0.76
LUMO level (alpha / beta)   -5.4 / -9.9 eV
Kohn-Sham gap (alpha / beta)   0.381 / 0.217 Eh
HOMO level (alpha / beta)   -15.76 / -15.76 eV
Molar mass   334.38 g mol⁻¹



Question: What is the molar mass in the sixth record?
Answer: 64.09 g mol⁻¹



Question: Which value of molar mass does entry 9 give?
Answer: 64.09 g mol⁻¹



Question: What is the molar mass in the fourth record?
Answer: 93.08 g mol⁻¹